Computed, not measured: a gas-phase ion, C9H20N3Si (charge +1) in a non-equilibrium geometry, with ωB97M-V/def2-TZVPD.

```
33
Properties=species:S:1:pos:R:3:forces:R:3
Si 1.831111 1.512183 0.558291 0.100 0.536 -1.224
N 0.355524 0.993981 1.252745 0.066 -2.396 0.236
N 0.316856 -2.101888 -0.313407 3.169 -2.571 1.667
N -1.443414 -0.787141 -0.772771 -0.555 0.516 -1.919
C 1.846893 3.382191 0.965072 -2.719 -0.825 0.006
C -1.604036 1.621106 -0.137952 0.715 4.044 0.069
C 3.329720 0.668592 1.243763 1.582 -0.874 0.805
C -0.311339 -3.381341 -0.558120 -0.347 -0.732 -3.908
C -0.299722 -1.001429 -0.241216 -0.034 2.841 1.447
C -2.282012 0.435700 -0.737232 0.629 0.610 -1.606
C -1.877051 -1.775493 -1.777039 -0.400 -2.186 0.203
C -0.920438 1.473868 1.247071 -3.038 0.341 1.888
C -1.743582 -3.213982 -1.038149 1.730 5.046 1.285
H 1.619379 1.091422 -0.962048 0.586 0.735 1.218
H 1.877646 3.639243 2.038322 -0.077 -0.392 -0.416
H 3.413541 -0.432376 0.995566 -0.292 1.110 0.141
H -2.954166 -1.547026 -1.834813 0.467 -0.438 -0.727
H -2.588793 0.668156 -1.844730 0.543 -0.464 2.146
H 2.710994 3.753450 0.520510 1.450 1.075 -0.908
H 1.222841 -2.285588 0.169191 -0.865 1.204 -0.603
H 4.239534 1.132766 0.701447 -1.236 -0.553 1.147
H -0.128720 -4.098351 0.194049 -0.128 -0.379 1.352
H -0.866358 2.429959 1.918481 -0.093 -0.857 -1.517
H -1.889928 -3.906792 -1.725770 -1.419 -3.380 -2.712
H -2.375480 2.483594 -0.065180 0.925 -1.579 -0.054
H -3.155975 0.242651 -0.148914 -0.686 -0.479 0.140
H -0.805008 2.110683 -0.771409 -0.847 -0.919 0.089
H -1.659292 0.885146 1.914749 1.132 0.322 -0.722
H -1.357145 -1.809610 -2.822311 -0.705 0.684 2.064
H 0.899307 3.850824 0.505648 1.563 -0.500 0.616
H 0.171482 -3.849497 -1.472881 0.103 0.678 1.037
H 3.438691 0.710212 2.412552 -0.128 0.293 -2.299
H -2.426681 -3.135354 -0.249008 -1.190 -0.512 1.058
```
Positions in Å, forces in eV/Å.

Properties
* energy above the lowest of the compared OMol25 structures with the same formula, charge and spin: 524.0 kJ/mol
* E_HOMO (spin up / spin down): -0.4601 / -0.4494 Ha
* calculated total energy: -21994.6773 eV
* total charge: +1

***

Computed, not measured: a molecular structure, C9H20NO11PPt in a non-equilibrium geometry, with ωB97M-V/def2-TZVPD.

```
43
Properties=species:S:1:pos:R:3:forces:R:3
Pt 0.175076 0.284624 1.578986 0.038 0.435 0.526
P -2.496955 -0.411780 -0.949099 -1.157 0.463 0.323
O -3.534554 0.675644 -0.510054 -0.338 -0.249 -0.661
O 1.248853 -1.576915 2.053874 0.555 -0.181 0.005
O -1.658062 0.256812 2.800997 -0.443 0.256 0.188
O -3.241091 -1.819273 -0.814559 0.245 -0.247 0.520
O -2.499632 -0.154423 -2.524959 -0.147 0.301 -0.278
O -1.225884 -0.387149 -0.263720 0.529 -0.649 -0.703
O -0.955936 2.178898 1.986953 -0.468 0.105 -0.157
O 2.449091 -1.686789 3.961489 0.353 0.549 -0.539
O 4.041990 2.097529 -0.221929 -0.017 0.376 0.004
O 1.930677 0.304053 2.970526 0.542 -0.082 0.228
O -2.721080 2.161235 3.413372 0.128 -0.239 -0.562
N 1.492099 0.875444 -0.188493 1.511 0.494 -0.537
C -4.068881 0.605722 0.837959 0.316 0.076 0.422
C -1.621445 -0.917270 -3.338079 0.434 -0.162 0.173
C 2.455457 -1.225311 -1.096766 0.618 0.652 0.326
C 2.725130 0.057253 -0.325743 -0.135 -0.096 0.303
C 1.941509 -1.011617 3.037485 -0.844 -0.655 0.160
C -1.825552 1.569389 2.755042 0.300 0.033 0.529
C -4.554017 -2.045697 -1.266343 -0.324 -0.050 -0.733
C 4.384961 1.922469 1.154150 -0.017 -0.525 -0.014
C 3.844997 0.896646 -0.919648 0.361 -0.171 -1.079
H 3.032161 -0.153327 0.703337 -0.268 -0.398 -0.033
H -3.363596 0.122046 1.523222 0.104 0.110 -0.008
H 4.811992 0.371907 -1.045414 -0.171 -0.347 0.681
H -2.175887 -1.646919 -3.931447 -0.118 0.017 0.092
H -5.073422 -2.727770 -0.594707 0.204 0.004 0.162
H -1.087080 -0.251285 -4.015534 -0.069 0.089 0.043
H -4.183126 1.636333 1.156084 -0.117 -0.058 0.156
H 1.831430 -1.879806 -0.491967 -0.185 0.010 -0.114
H 1.038539 0.980441 -1.097526 -0.179 -0.376 0.124
H 5.120961 1.109355 1.255872 0.159 0.276 -0.034
H -0.885899 -1.436420 -2.717553 0.019 -0.028 -0.108
H 2.009790 -0.934284 -2.053446 -0.158 -0.349 -0.067
H -4.507038 -2.510550 -2.258552 -0.069 -0.014 0.062
H -5.154413 -1.137815 -1.366622 0.203 0.120 0.158
H 3.425836 -1.696735 -1.283968 -0.155 -0.229 -0.100
H 4.799500 2.875911 1.469926 0.047 -0.034 0.169
H -5.012173 0.055702 0.838993 -0.089 0.123 -0.195
H 1.900261 1.802448 -0.040331 -0.661 0.111 0.467
H 3.641780 1.155313 -1.972543 -0.423 0.302 0.212
H 3.543632 1.615961 1.790735 -0.112 0.238 -0.110
```
Positions in Å, forces in eV/Å.

Properties
* energy above the lowest of the compared OMol25 structures with the same formula, charge and spin: 0.0 kJ/mol
* E_HOMO (spin up / spin down): 0.0352 / -0.0224 Ha
* calculated total energy: -46206.6959 eV
* total charge: -2
* spin multiplicity: 3

***

Computed, not measured: a molecular structure, C9H21AgF3N3O3Pt2 in a non-equilibrium geometry, with ωB97M-V/def2-TZVPD.

```
42
Properties=species:S:1:pos:R:3:forces:R:3
Pt 2.782646 -1.323697 -3.230934 0.907 -0.256 1.138
Pt 3.171182 -2.446663 -0.442254 0.475 1.490 0.582
Ag 0.455859 -3.187914 -2.132537 -1.145 0.004 -0.108
F 4.321904 -1.163316 -1.722194 -0.811 -0.008 -0.880
F 1.550338 -1.166353 -1.418595 0.481 -0.407 -0.803
F 3.004112 -3.358352 -2.496251 -0.651 0.702 0.428
O -0.361661 0.810695 3.045112 0.246 0.381 0.017
O -2.054284 -1.855404 -2.413818 1.578 -0.502 -0.070
O 3.497907 -1.117842 1.165479 0.161 -1.552 -0.326
N 3.145746 1.080443 1.633930 0.093 -0.158 0.208
N -2.547019 0.354195 -2.320059 0.880 -0.494 0.237
N -1.646448 -0.585143 1.839967 -1.578 -0.990 0.577
C -0.543018 -1.214790 1.175655 1.400 2.043 -0.776
C -1.699474 -0.669283 -2.348999 -0.832 0.164 0.686
C 3.568202 -0.120110 1.925166 -0.235 0.636 -0.157
C 2.651040 1.432870 0.323103 -0.136 0.592 -0.386
C -2.024526 1.714065 -2.201684 -1.119 0.084 -1.384
C -3.975574 0.143421 -2.466432 -0.279 0.122 -1.074
C 3.074325 2.106020 2.674059 -0.776 0.189 0.194
C -1.466691 0.404469 2.746186 0.586 -0.664 -0.145
C -2.984770 -1.028390 1.481812 -0.437 0.152 -0.399
H -2.405876 0.748357 3.196737 0.027 0.175 -0.010
H -0.658741 -0.342769 -2.200957 0.049 -0.123 -0.219
H -3.194605 -2.073584 1.714668 0.373 -0.076 -0.075
H 3.407050 3.056337 2.265454 0.326 -0.047 0.168
H -3.769604 -0.469682 1.990523 0.313 0.252 0.203
H -3.144978 -0.848667 0.413367 -0.031 -0.250 -0.007
H 1.575027 1.619915 0.329970 -0.029 -0.331 0.122
H 3.103690 2.377131 0.012151 0.149 -0.060 0.140
H 2.931709 0.681539 -0.406724 -0.121 -0.119 0.086
H 3.597034 1.803491 3.577283 0.402 0.053 -0.214
H -0.186610 -0.427043 0.482940 0.183 -0.454 -0.344
H -4.280143 0.767272 -3.310862 -0.362 0.393 0.462
H -0.993969 1.764779 -2.543480 0.254 -0.138 0.694
H -0.753740 -2.094898 0.575551 -0.569 -0.161 0.395
H 2.032507 2.224106 2.987950 -0.039 -0.046 -0.229
H -2.537887 2.279529 -2.987308 -0.106 0.251 0.314
H -2.266596 2.161963 -1.242215 0.390 0.007 0.119
H -4.528758 0.339688 -1.551966 -0.003 0.230 -0.027
H 4.033912 -0.192266 2.908804 -0.075 -0.414 0.008
H 0.341480 -1.334118 1.805665 -0.380 -0.411 0.426
H -4.220711 -0.850008 -2.834246 0.442 -0.258 0.428
```
Positions in Å, forces in eV/Å.

Properties
* energy above the lowest of the compared OMol25 structures with the same formula, charge and spin: 0.0 kJ/mol
* E_HOMO (spin up / spin down): -0.5236 / -0.5234 Ha
* calculated total energy: -38908.6338 eV
* total charge: +2
* spin multiplicity: 5

***

Computed, not measured: a molecular structure, C9H21AuN2O8P2SSe, with ωB97M-V/def2-TZVPD.

```
45
Properties=species:S:1:pos:R:3:forces:R:3
Au 1.502862 -0.392764 -0.329400 -0.407 -0.380 0.603
Se 0.874384 -2.515573 0.756744 0.397 0.258 -0.298
S 2.244170 0.713211 2.553624 -0.090 -0.130 0.021
P -0.930751 1.674546 -0.031289 -0.104 -0.034 -0.009
P -0.226921 0.492574 -2.655958 -0.192 0.028 -0.337
O -1.641079 0.376900 -0.319887 -0.040 0.072 0.157
O -2.016911 2.831675 -0.049254 0.095 -0.067 -0.146
O 2.616361 -0.208970 1.320332 0.236 0.231 -0.193
O 1.504564 1.720770 -1.217850 0.189 0.327 0.217
O 0.007392 1.760224 1.118511 0.097 -0.079 -0.039
O 0.548642 -0.702591 -2.079432 -0.045 -0.239 0.228
O 0.327683 0.858007 -4.070693 0.050 0.097 0.100
O -1.746431 0.228075 -2.842900 0.147 -0.063 -0.127
N -1.922537 -2.097727 1.184972 0.152 0.165 -0.039
N -1.540854 -3.196614 -0.650641 0.152 0.176 -0.055
C -2.882666 -3.047982 -0.540877 -0.098 -0.050 0.162
C 0.113585 1.935131 -1.600023 -0.136 -0.054 -0.187
C -0.087258 3.258845 -2.309737 0.082 0.031 0.140
C 3.532268 0.167579 3.654827 -0.010 -0.007 0.020
C -1.728805 -1.302480 2.399694 0.015 -0.031 -0.009
C -0.857965 -3.920386 -1.730225 -0.059 -0.001 0.101
C -0.942854 -2.584100 0.394932 -0.305 -0.035 -0.044
C -3.120821 -2.354884 0.617584 -0.079 -0.107 -0.108
C 2.876522 2.319782 2.123281 0.009 -0.065 -0.022
H 3.316655 -0.861658 3.932557 -0.001 0.003 -0.009
H -4.050859 -2.053075 1.067305 0.015 0.021 -0.006
H 2.927635 2.902543 3.043999 -0.038 0.001 -0.006
H -0.284267 -4.741337 -1.308675 0.011 -0.003 -0.021
H 3.488080 0.802395 4.540521 -0.001 -0.002 -0.005
H -1.447199 -0.291184 2.115391 -0.006 0.014 0.010
H 4.498998 0.247199 3.162293 0.003 -0.001 -0.009
H -2.663886 -1.300097 2.950978 -0.007 0.027 -0.005
H 0.166316 4.078045 -1.634821 -0.024 0.009 -0.008
H -1.772880 3.629780 0.433895 -0.008 0.049 0.092
H -3.571502 -3.466234 -1.254601 0.017 0.013 -0.009
H -0.952742 -1.757359 3.007183 -0.004 -0.018 0.017
H -2.129663 0.168820 -1.921333 -0.003 0.025 0.098
H 2.111163 2.297594 -1.707875 -0.045 -0.201 -0.075
H -1.132460 3.372632 -2.594377 -0.001 0.004 -0.025
H 3.868022 2.202483 1.688115 -0.006 0.015 -0.002
H 2.159435 2.763625 1.439146 -0.009 0.008 -0.021
H -1.619266 -4.313759 -2.396445 0.019 0.003 -0.020
H 0.527296 3.329976 -3.208399 -0.002 -0.011 -0.006
H 0.265161 0.213817 -4.787786 -0.031 -0.044 -0.077
H -0.206618 -3.237454 -2.263406 0.064 0.047 -0.050
```
Positions in Å, forces in eV/Å.

Properties
* energy above the lowest of the compared OMol25 structures with the same formula, charge and spin: 0.0 kJ/mol
* E_HOMO (spin up / spin down): -0.5792 / -0.5792 Ha
* calculated total energy: -127474.7260 eV
* total charge: +2

***

Computed, not measured: a molecular structure, C9H21BiF3IO4P2S in a non-equilibrium geometry, with ωB97M-V/def2-TZVPD.

```
42
Properties=species:S:1:pos:R:3:forces:R:3
Bi 0.352414 1.094462 -1.987074 -0.324 -1.868 2.391
I -0.150860 -1.897471 1.995633 0.240 -0.051 2.158
S 0.852893 -2.331277 4.341242 1.304 -0.481 0.149
P -2.563458 0.601272 -1.103722 -1.838 0.088 0.016
P 2.587408 1.188514 0.144471 1.325 0.724 0.796
F -0.074395 -4.156219 6.029175 -0.242 0.930 -1.109
F -0.898784 -4.350132 4.008476 0.633 1.071 0.768
F -1.615237 -2.748186 5.323503 1.354 -0.489 -0.492
O -0.730199 -4.037412 -0.502589 1.558 -0.371 0.113
O 2.007131 -3.132330 3.992958 -1.432 0.730 0.303
O 0.988592 -1.218941 5.249414 -0.704 -0.817 -1.306
O 1.501741 -4.746566 -0.284617 -1.943 0.825 -0.110
C -3.514954 1.522887 0.171176 0.789 0.552 0.234
C 3.987574 2.000430 -0.702187 -0.478 0.106 -0.705
C 0.388340 -4.388468 -0.382937 0.334 -0.620 -0.093
C -3.114698 -1.106721 -0.659134 1.206 -0.164 0.006
C 0.313216 -1.002183 -0.743337 0.358 0.592 -1.525
C 2.500533 2.128241 1.724141 -0.977 0.317 -0.119
C 3.404987 -0.350980 0.775406 -0.614 -0.511 -0.377
C -3.607504 0.828991 -2.590139 0.731 0.303 -0.452
C -0.536359 -3.475261 4.970244 -1.259 -1.185 0.824
H 1.764872 2.937551 1.612988 0.326 -0.087 0.264
H 1.085382 -0.834136 0.012525 -0.530 -0.234 -0.708
H 2.174202 1.461320 2.536569 0.033 0.265 -0.317
H -4.668458 0.851247 -2.299067 0.414 -0.033 -0.062
H -2.603335 -1.825512 -1.311726 -0.270 -0.054 0.184
H -3.417791 -0.012517 -3.272642 -0.158 0.303 0.090
H -3.247278 2.586232 0.141006 -0.217 -0.190 0.099
H -3.266350 1.124237 1.163501 -0.033 0.157 -0.226
H 0.505708 -1.883912 -1.383010 -0.204 0.595 0.380
H 4.734295 2.342735 0.025896 -0.226 -0.189 -0.168
H 2.991286 -1.241120 0.290808 0.292 -0.031 0.120
H -4.201578 -1.185168 -0.798422 0.301 0.256 -0.018
H -2.856934 -1.327269 0.385955 -0.130 -0.021 -0.275
H -0.698259 -0.958043 -0.326412 0.620 -0.239 -0.356
H 3.238299 -0.448210 1.858245 0.020 0.090 -0.411
H 4.436106 1.286692 -1.405303 -0.009 0.251 0.124
H 3.596736 2.854931 -1.268582 0.341 -0.046 0.114
H -3.327879 1.767608 -3.088959 -0.321 -0.252 0.006
H -4.595806 1.411094 -0.002220 0.417 -0.095 -0.120
H 3.486304 2.556166 1.969823 -0.335 -0.268 -0.229
H 4.481347 -0.311093 0.555568 -0.354 0.144 0.038
```
Positions in Å, forces in eV/Å.

Properties
* energy above the lowest of the compared OMol25 structures with the same formula, charge and spin: 0.0 kJ/mol
* E_HOMO (spin up / spin down): -0.5769 / -0.5769 Ha
* calculated total energy: -69351.1334 eV
* total charge: +2

***

Computed, not measured: a molecular structure, C9H21BrClGdO2P2 in a non-equilibrium geometry, with ωB97M-V/def2-TZVPD.

```
37
Properties=species:S:1:pos:R:3:forces:R:3
Gd 0.000000 0.000000 0.000000 -0.796 13.963 -5.878
Br 0.979240 0.925598 2.440425 -0.655 -0.866 -1.620
Cl -0.789281 1.924219 -4.684688 -0.028 -0.537 0.164
P -2.174795 0.314716 0.737371 -8.302 0.027 3.661
P 2.143356 -0.061952 -0.879939 8.554 -1.463 -2.731
O 0.308492 -2.609653 1.428649 -0.447 3.319 -1.934
O -0.821010 -0.693755 -4.346566 -0.054 0.527 0.118
C 2.188087 -0.013827 -2.710652 -0.806 -0.026 0.012
C 0.187554 -1.588574 0.869562 1.987 -15.352 8.757
C -2.055850 0.074405 -6.287861 0.116 -0.067 0.153
C -1.210671 0.179672 -5.051997 -0.133 -0.002 -0.310
C -2.902679 -0.971930 1.819760 0.155 -0.160 0.018
C -3.395533 0.470254 -0.619481 0.582 -0.132 -0.518
C 3.179341 1.370143 -0.399053 -0.594 0.330 0.513
C 3.193280 -1.505370 -0.466053 -0.157 -0.150 0.171
C -2.412842 1.859600 1.692356 0.747 0.203 -0.037
H 2.701584 -2.420646 -0.806599 0.120 0.041 -0.022
H 4.177963 -1.423752 -0.938116 -0.162 0.075 0.019
H -3.928219 -0.713579 2.102880 0.136 0.037 -0.081
H -1.821050 1.810195 2.610238 -0.103 0.031 -0.143
H -3.428115 -0.465696 -1.183517 -0.125 0.091 -0.007
H -2.291897 -1.075180 2.720835 -0.087 0.046 -0.044
H 1.702689 -0.909943 -3.106166 0.051 0.117 -0.101
H 4.150339 1.343681 -0.905560 -0.267 -0.206 -0.137
H 2.640727 2.282709 -0.667247 0.236 0.095 0.043
H -4.393161 0.700079 -0.229548 0.249 -0.010 0.100
H -2.973025 0.653882 -6.148545 0.129 -0.048 -0.013
H -2.901031 -1.930747 1.294432 -0.093 0.055 0.063
H 3.329481 1.358448 0.683764 -0.005 0.032 -0.170
H -3.060052 1.268535 -1.286614 -0.256 0.008 -0.078
H -3.468584 2.011004 1.942656 0.080 -0.220 -0.255
H -2.288135 -0.974644 -6.479695 0.053 0.157 0.033
H 3.218071 0.040291 -3.079821 -0.088 0.027 0.294
H -2.047524 2.692079 1.085497 -0.128 0.131 0.185
H 3.314313 -1.566080 0.618903 0.050 0.027 -0.088
H -1.516467 0.511592 -7.132994 -0.057 -0.041 0.115
H 1.624480 0.862949 -3.039796 0.098 -0.060 -0.250
```
Positions in Å, forces in eV/Å.

Properties
* energy above the lowest of the compared OMol25 structures with the same formula, charge and spin: 895.5 kJ/mol
* E_HOMO (spin up / spin down): -0.5729 / -0.5751 Ha
* calculated total energy: -135723.3104 eV
* total charge: +2
* spin multiplicity: 8